Record 1
Computed, not measured: a 6-piece molecular cluster, C44H51BCl2FN6O13PS overall in a non-equilibrium geometry, with ωB97M-V/def2-TZVPD.

Values from the calculation:
**HOMO energy**: -0.318 Ha
**Strongest force on any atom**: 0.1590 hartree/bohr
**SMILES**: CCSC[C@@]1(B(O)CC)C(=O)N[C@@](CCF)(P(O)Cl)[C@@H]1CCCCl.O=[N+]([O-])c1ccccc1.O=[N+]([O-])c1ccccc1.O=[N+]([O-])c1ccccc1.O=[N+]([O-])c1ccccc1.O=[N+]([O-])c1ccccc1

```
120
Properties=species:S:1:pos:R:3:forces:R:3
C 5.735953 3.010077 1.215255 0.060 0.048 0.114
C 1.719089 -10.594156 -2.582865 0.034 0.012 -0.001
C -0.929116 6.956102 4.261123 0.250 -0.261 0.144
Cl -0.463088 0.242645 3.074529 -0.367 -0.490 -1.165
C 2.678501 1.432962 -2.004044 -0.391 0.302 -0.286
H -7.466045 0.524779 4.674187 0.002 0.041 -0.225
N 8.315258 5.523783 3.475619 0.846 0.797 0.673
H -0.648936 -1.185032 -4.019918 0.021 2.597 -0.002
C -7.337009 -0.332476 2.701012 -0.045 0.397 -0.135
C 1.182306 -10.281077 -1.332459 0.464 -0.036 -0.101
C 0.915857 5.281363 5.540967 -0.025 -0.008 -0.035
O 4.909089 -11.172855 -4.116188 -1.806 0.188 0.081
H 5.084449 2.356427 0.637773 0.305 0.411 0.328
O 3.649820 -8.408165 2.058813 -1.829 0.513 -0.037
O 1.504102 -8.650049 2.447221 1.356 0.876 -0.461
C -7.366164 -0.086302 1.326887 -0.009 0.068 -0.008
C 1.674629 -4.464760 -0.194816 0.035 -0.056 0.022
O -7.730432 2.663907 -0.945936 0.250 -1.758 0.533
O -1.888916 -2.222782 -1.758362 -0.799 7.984 1.575
O 8.192405 5.517383 4.708870 0.193 0.049 -1.755
C -7.647053 2.029025 3.141599 0.055 -0.299 -0.274
C 3.254857 -6.094318 0.640974 -0.048 -0.020 -0.004
C 6.442598 3.900941 3.350285 0.019 0.009 -0.034
Cl 4.020948 0.965366 -0.763404 -1.367 0.098 -1.398
H 4.282534 -6.441099 0.724498 -0.336 -0.089 0.085
N -7.594233 1.487731 -0.577472 -0.088 0.301 -1.399
C 0.123441 2.498761 -2.029518 1.285 0.091 0.134
S -1.084942 0.718588 -5.549931 0.234 -0.086 0.048
C 7.414888 4.667527 2.694190 -0.582 -0.580 -0.534
C -7.540177 1.225369 0.865690 0.035 -0.175 0.996
O 0.349398 -1.338246 0.560206 -1.526 0.988 2.066
H -2.015427 4.539498 1.076845 -0.958 -1.985 -1.520
H 6.796662 3.727998 -0.518791 0.014 0.036 0.227
H 8.289955 5.209375 0.776627 -0.112 -0.075 0.343
C 2.986381 -4.926569 -0.075738 -0.279 -0.250 0.202
H -0.395264 -4.793370 0.310080 0.186 -0.104 0.000
H 0.161698 2.263040 -7.105312 -0.768 -0.336 2.544
C -1.364775 3.516840 -5.975544 -0.209 -0.429 -0.754
H -5.320678 1.121995 -2.195400 2.280 1.110 -0.116
H -1.951156 3.573344 -4.962883 1.371 0.016 -1.881
C -0.621188 0.000682 -3.902499 -0.019 -1.382 1.104
C 0.624003 -5.161271 0.404899 0.358 -0.152 0.076
H 1.602680 -9.855657 0.738109 0.068 -0.305 -0.405
H 3.800042 -4.377405 -0.544704 -0.147 -0.158 0.128
H -3.484301 3.582633 -3.310850 -2.233 -0.992 0.428
H 0.284856 -1.862987 1.414672 0.063 0.627 -1.456
H 0.163217 0.379153 -1.425122 -1.703 1.554 -0.266
C 2.196724 -6.797414 1.233241 -0.150 0.760 -0.487
H 4.056168 -10.118085 0.489013 -0.151 -0.078 -0.266
C -0.213069 2.305054 -5.972419 0.086 2.062 -0.855
H -7.804802 3.311677 1.425758 0.024 -0.339 -0.133
H 0.730871 2.569704 -5.337048 -1.864 -0.590 -0.965
H -4.038384 1.935171 -1.100720 -0.243 -0.043 -2.158
H -1.647301 7.609286 3.770086 0.171 -0.174 0.059
H -7.255371 -0.919681 0.636271 -0.058 0.364 0.003
H -0.778299 5.625821 2.581301 0.234 -0.088 0.271
C -1.958772 -0.905747 -1.564319 0.438 -2.766 -0.361
H -7.757537 2.846092 3.851352 0.017 -0.145 -0.199
H 6.328544 3.935564 4.431738 0.214 0.133 -0.271
H 1.469585 -3.556800 -0.759411 0.004 -0.176 0.139
C 3.106536 -10.732659 -2.721697 -0.369 0.235 0.898
H 4.847209 2.470695 3.103789 0.147 0.148 -0.062
H -4.708068 2.545244 -4.294823 0.175 1.042 2.414
C 2.024986 -10.107426 -0.233216 -0.037 -0.074 -0.117
H -4.152505 -0.954113 -3.568839 0.339 1.296 -1.122
H -2.309958 -0.805755 0.505520 -0.275 1.164 -1.105
H -3.640325 3.605017 0.919699 2.332 -0.042 -1.318
H -7.205448 -1.347635 3.068967 -0.028 0.203 -0.135
C -7.674977 2.287923 1.769890 0.010 -0.079 -0.030
O -7.504848 0.518256 -1.344393 -0.149 1.406 1.126
C 0.879788 -6.331881 1.121778 0.047 -0.013 -0.008
C 0.481398 4.994712 4.239990 -0.372 0.773 0.437
C 7.543519 4.615304 1.299379 -0.014 -0.016 0.047
C 6.700225 3.780544 0.563564 -0.015 0.059 0.471
H 1.604496 2.455933 -0.155790 0.057 -0.280 -2.288
O 1.767788 3.064425 4.169885 -1.273 1.164 -1.139
H -0.917896 4.559489 -6.315985 -0.819 -2.155 0.942
O -3.863592 -0.121649 -4.056663 1.208 -0.077 3.207
C -2.524717 3.629506 0.492275 -1.274 1.585 1.425
C 3.954216 -10.569229 -1.617388 -0.103 0.010 -0.072
C -0.436974 5.833150 3.593163 0.033 -0.025 0.097
H -2.440776 1.817612 1.808225 1.360 1.001 -2.044
N -2.337687 -0.109417 -0.292436 0.915 -2.639 -1.091
O 0.589337 3.589870 2.395447 0.784 0.418 1.481
C 3.406051 -10.253515 -0.372705 -0.090 -0.131 -0.384
H 0.049684 -6.864962 1.580582 0.355 -0.015 -0.051
C -7.481531 0.722432 3.603722 0.006 0.009 -0.123
C 0.418781 6.408835 6.197770 -0.127 -0.102 -0.393
H -2.171512 3.222077 -6.804985 1.768 0.575 1.851
H 3.251083 1.904204 -2.933528 -1.363 -1.103 2.097
N 3.678713 -11.039495 -4.038108 0.551 -0.291 -1.222
C -1.668947 0.348282 -2.650814 2.218 -0.534 1.679
C -0.730258 1.182216 -1.536375 1.654 -0.445 -0.464
H 0.358115 2.500552 -3.196485 -0.927 -0.258 2.481
H 1.049212 -10.723124 -3.430437 0.362 -0.002 0.086
H 2.084525 3.588647 -1.577325 -0.885 -2.312 0.597
H 1.631950 4.641953 6.052937 -0.186 0.037 -0.309
H 2.176466 0.420469 -2.306501 0.987 1.994 0.630
C 1.642422 2.508869 -1.323337 0.222 1.254 -0.739
H 0.488817 0.281794 -3.673981 -2.181 -0.464 -0.137
B -3.214585 0.693388 -2.960746 -1.941 -0.432 -1.561
C -4.271470 1.695298 -2.217528 -1.205 -0.302 0.174
H 0.747580 6.638235 7.208963 -0.033 -0.099 -0.232
H 5.032485 -10.679610 -1.709624 -0.306 -0.013 -0.198
H -0.777342 2.613174 1.504416 -2.171 -0.838 -1.662
C -1.407741 1.100144 -0.046355 0.437 -2.476 -0.585
C -0.503877 7.239763 5.559909 0.057 -0.117 -0.055
H -5.375900 3.673308 -2.852825 1.760 -1.348 -0.690
H -0.894714 8.113395 6.078768 0.093 -0.183 -0.118
F -2.613008 4.027991 -0.903838 0.579 -1.090 2.232
C 5.603099 3.071985 2.603463 0.337 0.279 -0.155
P 0.062703 0.310695 0.974345 2.376 0.366 -0.058
H 0.106766 -10.168458 -1.215085 0.219 -0.041 -0.078
C -4.499971 2.982801 -3.203039 0.804 -0.346 -0.747
N 2.469490 -8.039399 1.966415 0.416 -0.650 0.790
N 0.983027 3.798724 3.552637 0.732 -1.108 -0.061
O 9.149693 6.201002 2.856915 -1.216 -0.973 0.944
C -1.775859 2.289105 0.928997 -0.303 -0.143 1.051
O 2.899642 -11.143451 -4.996377 1.149 0.133 1.360
H -0.324391 3.535399 -1.784199 0.311 -1.943 -0.341
```
Positions in Å, forces in eV/Å.

These are the Löwdin partial charges, in e, on atoms 1 to 8: -0.0924, -0.0021, -0.0620, 0.1814, -0.5041, 0.1079, -0.3281, 0.1163



Record 2
Computed, not measured: C44H51BrI2N6O4S2SbSn as an isolated structure, with ωB97M-V/def2-TZVPD.

Values from the calculation:
**HOMO energy**: -0.527 Ha
**Strongest force on any atom**: 0.0138 hartree/bohr
**Total charge**: +3

```
112
Properties=species:S:1:pos:R:3:forces:R:3
H 4.755045 -1.578497 -3.689602 -0.002 -0.002 0.008
Br -5.292558 -4.110249 3.572409 -0.018 -0.009 0.043
C 3.665590 2.402521 4.077779 -0.414 -0.022 0.358
C 3.580607 -2.265282 -5.338762 0.026 -0.004 -0.041
C -3.261585 -1.625733 0.996684 -0.041 -0.003 0.061
C -4.193182 -2.128046 1.883113 0.036 -0.026 0.027
H -0.659746 1.250802 2.947986 -0.046 -0.050 0.024
H 4.857925 6.251775 6.562658 -0.010 0.004 -0.003
H 3.441851 -5.197779 1.321609 -0.055 -0.047 0.010
C 4.488307 4.339995 5.909201 0.000 0.010 0.014
H 1.169354 2.877428 1.422967 0.080 0.090 0.045
C -1.377891 4.824974 0.408401 -0.029 0.067 0.054
H -1.880429 0.670264 2.062334 -0.052 -0.006 -0.022
Sb -0.465865 -1.592417 -2.813484 -0.356 0.465 0.045
C -2.408884 1.043220 -5.628389 -0.009 -0.036 0.034
S 1.476390 -0.867769 5.610882 0.041 0.023 0.029
H -4.882182 -4.298264 -3.478538 0.003 0.009 -0.002
C -3.933906 -1.950172 -2.718362 -0.017 0.055 0.013
N 0.609645 3.436396 0.771090 0.262 0.160 0.205
C -3.134593 -5.475942 -3.818869 0.002 -0.044 -0.018
H -3.083159 4.019720 -0.609929 0.010 0.007 0.017
C 4.229746 2.016008 5.300159 0.106 -0.002 0.007
H 0.226693 -2.611290 -5.369594 -0.019 0.013 0.016
N -1.468299 2.643868 -0.698583 -0.061 -0.177 -0.155
H 1.976209 -0.995653 -1.261208 0.022 -0.027 0.011
H 4.380586 0.967658 5.523530 -0.030 -0.009 -0.005
N 1.439304 0.820640 3.367208 0.211 -0.438 -0.388
O -1.398425 -0.815901 -1.039793 -0.300 -0.215 -0.059
H -0.006959 2.818270 0.169637 -0.167 -0.066 -0.123
H 4.439584 -2.390870 -5.984263 -0.005 -0.003 -0.001
H -3.536828 2.190707 1.013711 0.008 -0.010 -0.004
H -4.709400 -1.749012 -3.457948 -0.006 0.001 0.007
O 2.853270 1.728469 1.706244 -0.012 -0.023 -0.076
H 3.814845 5.763542 4.432338 0.006 -0.004 -0.012
C 2.922146 -1.118711 -1.793563 -0.042 0.114 0.058
C -3.116819 -3.146098 -3.127414 0.047 -0.040 0.008
H -0.555857 -3.093078 3.658313 0.024 0.011 -0.010
H 5.361000 5.017575 7.638820 -0.003 -0.008 0.001
H -3.352224 -1.039682 -2.587472 0.019 -0.024 0.001
C -1.059434 0.122486 -3.856035 0.052 0.073 -0.243
H 1.783193 0.910682 -3.365873 -0.033 0.001 0.007
C -1.974131 -3.671899 1.173928 -0.008 -0.015 0.056
H -3.213655 0.940765 -6.343364 0.001 -0.007 0.003
C -0.627090 2.334728 -4.656477 -0.005 0.011 0.038
C -1.953491 2.685352 2.401193 -0.049 0.042 -0.117
C 1.215812 -2.387013 -4.982591 0.078 0.014 0.026
H -2.552421 2.539175 3.305267 0.026 0.018 0.011
H -1.500724 4.624597 3.179213 0.018 -0.002 0.027
C 3.757791 -1.809682 -4.044326 0.000 -0.005 0.066
N -1.209083 1.433367 2.112333 0.034 -0.192 0.154
H -1.986004 5.618075 0.847248 0.006 0.016 -0.039
I 3.203225 -2.678991 1.902294 0.155 0.270 -0.063
H 1.197795 2.447369 -2.758760 -0.020 0.018 -0.002
C -2.920605 3.055526 1.279280 0.005 -0.015 0.011
H 2.165663 -2.902897 -6.828105 -0.001 0.003 0.002
C -3.798795 -4.312031 -3.477127 -0.034 0.015 0.035
H -2.665974 -0.927028 -4.847901 0.021 -0.005 -0.007
C -1.199836 -1.897903 -0.343667 0.686 -0.123 -0.135
H -1.400993 2.903829 -1.678264 -0.001 -0.026 -0.051
H 1.707767 -4.793363 1.271949 -0.010 0.020 -0.020
C 0.601672 -2.324400 5.320369 -0.093 0.002 -0.051
C -2.909167 -4.182618 2.052970 -0.007 0.028 0.015
H -1.906086 1.727787 -0.675377 -0.008 0.008 -0.024
C -1.039025 -4.385728 -3.472546 -0.029 -0.010 0.053
H 0.744294 0.957987 -1.929374 0.005 0.002 0.014
H -3.703150 -6.354245 -4.094655 -0.001 0.001 0.013
H 5.094598 2.668054 7.133181 0.005 -0.007 -0.005
C 1.414153 -1.944626 -3.670484 0.207 -0.050 0.057
C -4.014785 -3.409391 2.404268 0.037 0.020 -0.025
H -0.194250 3.477354 3.386639 -0.001 0.007 -0.011
H -3.406144 -0.647136 0.555304 0.009 -0.008 -0.034
H 0.273129 5.281152 1.730447 0.006 -0.012 -0.001
C -2.278286 3.648409 0.029398 -0.090 0.046 -0.020
C 3.912041 4.713361 4.675159 0.012 -0.021 -0.007
H -1.909007 3.039452 -6.220588 -0.005 -0.001 0.006
N 0.332064 -1.175752 3.357130 0.185 -0.097 -0.074
C -1.717598 -3.201975 -3.150782 -0.060 -0.265 -0.213
C 0.919894 1.405076 -2.914854 0.007 0.028 0.042
H 3.532567 -1.814727 -1.217760 0.016 0.074 -0.062
C 1.090475 -0.337563 4.041400 0.100 0.154 0.289
C 2.677840 -1.632318 -3.179384 0.022 -0.032 0.001
H 3.438631 -0.157127 -1.807521 -0.015 0.025 -0.031
S 3.018666 1.181837 3.065350 0.485 0.311 -0.161
C -0.287828 1.289569 -3.804298 -0.016 0.023 -0.003
H -3.610319 3.805476 1.673893 -0.025 -0.030 -0.005
C 3.499269 3.758091 3.781925 0.028 0.047 -0.078
N 4.883650 5.274394 6.792736 0.022 0.005 -0.001
C -2.096314 -0.008258 -4.777501 -0.046 0.025 -0.007
H 0.043987 -4.420830 -3.456382 0.008 0.008 -0.015
H -0.906145 5.252519 -0.480853 0.013 -0.008 0.004
H -1.223399 -6.437507 -4.054766 0.003 0.005 -0.008
C 4.638307 2.967407 6.198785 0.003 -0.006 -0.026
H 0.517125 -3.087495 6.076770 0.024 0.008 0.007
C 0.063112 -2.317653 4.083565 -0.214 -0.057 0.021
H -4.439294 -2.158219 -1.772777 -0.006 -0.002 -0.004
H 3.095648 4.061944 2.824526 -0.036 -0.022 0.012
C 2.698116 -4.505326 0.943315 -0.045 -0.274 0.035
C -2.146260 -2.390830 0.645317 -0.010 0.350 0.074
O 3.809236 -0.016896 3.192280 -0.152 -0.102 -0.012
C 2.308896 -2.551980 -5.815361 -0.021 -0.028 -0.025
C -0.329378 4.420839 1.439863 0.093 -0.025 -0.042
H -0.041970 3.247085 -4.636179 0.000 -0.010 0.000
H -5.061307 -1.549309 2.165923 -0.015 -0.011 -0.018
H -1.124337 -4.268504 0.868666 -0.003 0.013 -0.019
C -0.964265 3.812407 2.684287 0.013 0.051 -0.041
I 2.782628 -4.596135 -1.163117 -0.011 -0.132 0.041
Sn 1.096702 -0.284934 1.339711 -0.371 0.249 0.445
C -1.746205 -5.524404 -3.805993 0.006 0.041 0.030
O -0.156735 -2.534826 -0.653058 -0.141 -0.209 -0.063
H -2.798374 -5.177990 2.460314 -0.018 -0.012 -0.017
H 1.261510 3.923728 0.156587 -0.001 0.008 0.025
C -1.676903 2.216231 -5.557977 0.000 0.044 -0.019
```
Positions in Å, forces in eV/Å.

These are the Löwdin partial charges, in e, on atoms 1 to 8: 0.1329, 0.8667, -0.3261, -0.0270, -0.0211, -0.0890, 0.0254, 0.1195